# 1
C5H8O2 | ωB97M-V/def2-TZVPD

The geometry in XYZ format:
```
15
Properties=species:S:1:pos:R:3:forces:R:3:mulliken_charge:R:1
O -0.727 -0.760 -1.935 -0.09 -0.51 0.01 -0.60
C -1.011 -0.126 -0.709 -0.08 0.27 0.31 -0.13
C -0.653 -0.958 0.558 0.20 -0.13 -0.06 -0.79
C 0.786 -0.409 0.756 0.33 -0.16 -0.11 -0.01
C 0.597 1.110 0.923 0.06 0.37 0.17 -0.77
C 0.139 0.899 -0.544 0.24 0.34 -0.47 -0.11
O 1.211 -0.097 -0.600 0.42 -0.22 -0.34 -0.55
H 0.240 -0.889 -1.884 -0.37 -0.18 -0.25 0.40
H -2.064 0.167 -0.802 0.42 0.41 0.44 0.42
H -1.273 -0.696 1.427 0.04 -0.17 -0.29 0.32
H -0.706 -2.029 0.357 0.05 0.11 0.09 0.32
H 1.568 -1.016 1.214 -0.39 0.15 0.51 0.45
H 0.054 1.582 1.751 -0.48 -0.39 -0.42 0.33
H 1.566 1.612 0.845 -0.10 -0.19 0.15 0.27
H 0.276 1.610 -1.356 -0.26 0.31 0.25 0.42
```
Forces are in eV/Å.

Computed properties:
electronic energy	-345.72432	Eh
frontier orbital gap	10.7	eV

---

# 2
C5H8O2 | ωB97M-V/def2-TZVPD

The geometry in XYZ format:
```
15
Properties=species:S:1:pos:R:3:forces:R:3:mulliken_charge:R:1
O -0.371 1.741 0.424 -0.39 -0.13 -0.22 -0.38
C 0.532 1.313 -0.583 0.08 -0.07 -0.34 -0.39
C 1.003 -0.133 -0.436 0.09 0.11 0.04 -0.71
C -0.199 -1.070 -0.353 0.07 0.41 0.12 0.59
O 0.249 -2.404 -0.279 -0.21 -0.14 0.02 -0.50
C -1.151 -0.699 0.718 0.32 0.37 -0.27 -0.95
C -1.089 0.700 1.082 0.15 0.22 -0.15 -0.07
H -0.386 0.456 1.909 -0.31 -0.68 0.77 0.27
H 1.395 1.990 -0.571 -0.24 -0.09 0.04 0.31
H 0.012 1.442 -1.540 0.20 -0.09 -0.12 0.29
H 1.611 -0.267 0.468 -0.08 0.05 -0.13 0.29
H 1.633 -0.392 -1.292 -0.06 0.01 0.10 0.32
H -0.805 -0.917 -1.278 -0.06 0.07 0.20 0.17
H -0.434 -2.883 0.211 0.10 -0.02 -0.01 0.38
H -1.999 1.122 1.522 0.33 -0.02 -0.06 0.39
```
Forces are in eV/Å.

Computed properties:
electronic energy	-345.64995	Eh
frontier orbital gap	9.0	eV

---

# 3
C5H8O2 | ωB97M-V/def2-TZVPD

The geometry in XYZ format:
```
15
Properties=species:S:1:pos:R:3:forces:R:3:mulliken_charge:R:1
C -0.025 -1.430 0.159 -0.04 -0.13 0.35 -0.52
O 0.129 -1.183 -1.263 -0.42 -0.18 -0.24 -0.39
C 0.111 0.154 -1.462 3.44 1.69 2.84 -0.02
C 1.165 0.653 0.088 -1.06 -0.58 -0.28 -1.05
C 0.021 -0.036 0.794 -0.06 -0.04 0.28 -0.07
C -1.226 0.696 0.287 -0.14 0.00 0.33 -0.52
O -0.997 0.854 -1.139 -0.43 -0.24 -0.25 -0.39
H 0.804 -2.075 0.476 -0.12 0.11 -0.06 0.31
H -0.973 -1.949 0.340 0.13 0.09 -0.03 0.31
H 1.011 0.667 -1.793 -0.75 -0.26 -2.21 0.55
H 1.242 1.734 0.270 -0.18 -0.34 -0.27 0.38
H 2.142 0.160 0.194 -0.40 0.03 -0.27 0.38
H 0.085 -0.065 1.887 -0.17 -0.09 -0.09 0.42
H -2.147 0.123 0.447 0.14 0.08 -0.03 0.31
H -1.343 1.698 0.715 0.03 -0.16 -0.07 0.31
```
Forces are in eV/Å.

Computed properties:
electronic energy	-345.68277	Eh
frontier orbital gap	9.3	eV

---

# 4
C5H8O2 | ωB97M-V/def2-TZVPD

The geometry in XYZ format:
```
15
Properties=species:S:1:pos:R:3:forces:R:3:mulliken_charge:R:1
O 0.461 1.386 -0.518 -1.74 1.78 -1.20 -0.60
C 0.772 0.018 -0.345 -0.22 1.75 -1.48 0.43
C 0.545 -0.027 1.057 2.81 -2.87 5.76 -0.57
C -0.901 0.407 1.232 0.14 0.90 0.72 -0.49
O -1.432 0.190 -0.136 -3.22 0.93 -0.13 -0.51
C -0.514 -0.613 -0.802 -0.88 -2.76 -0.15 -0.09
C 0.637 -0.526 -1.754 3.63 0.26 -0.73 -0.57
H -0.650 1.308 -0.389 3.47 1.20 -1.19 0.47
H 1.193 0.567 1.805 -0.64 -0.55 -1.61 0.23
H 0.692 -1.078 1.396 -0.33 0.33 0.23 0.30
H -0.883 1.544 1.554 -0.74 -2.34 -0.94 0.29
H -1.461 -0.228 1.928 0.05 0.35 -0.17 0.31
H -0.803 -1.697 -0.627 0.91 1.31 0.08 0.28
H 1.169 -1.478 -1.994 -1.36 0.17 0.35 0.27
H 1.173 0.227 -2.408 -1.88 -0.48 0.44 0.25
```
Forces are in eV/Å.

Computed properties:
electronic energy	-345.56170	Eh
frontier orbital gap	10.0	eV

---

# 5
C5H8O2 | ωB97M-V/def2-TZVPD

The geometry in XYZ format:
```
15
Properties=species:S:1:pos:R:3:forces:R:3:mulliken_charge:R:1
C -0.025 1.130 -0.159 -0.06 0.05 -0.06 -0.54
C -0.293 -0.324 0.173 -0.35 -0.09 0.01 0.78
C -1.176 -1.330 -0.471 0.01 -0.07 -0.19 -0.84
C -1.361 -0.954 0.990 -0.04 0.03 0.20 -0.67
O 1.086 -0.599 0.410 0.08 -0.13 0.03 -0.48
C 1.448 0.717 0.041 -0.04 0.25 0.24 0.10
O 2.213 0.672 -1.125 0.13 0.07 -0.10 -0.50
H -0.249 1.432 -1.184 0.02 -0.04 0.15 0.26
H 2.690 1.504 -1.207 0.07 -0.03 -0.02 0.32
H -0.425 1.853 0.557 0.11 -0.12 -0.09 0.26
H -1.912 -0.995 -1.197 0.12 -0.02 0.13 0.25
H -0.726 -2.296 -0.681 -0.08 0.14 0.04 0.23
H -2.222 -0.350 1.266 0.14 -0.09 -0.05 0.24
H -1.046 -1.677 1.736 -0.04 0.09 -0.13 0.24
H 1.999 1.216 0.852 -0.07 -0.03 -0.17 0.35
```
Forces are in eV/Å.

Computed properties:
electronic energy	-345.72763	Eh
frontier orbital gap	10.2	eV

---

# 6
C5H8O2 | ωB97M-V/def2-TZVPD

The geometry in XYZ format:
```
15
Properties=species:S:1:pos:R:3:forces:R:3:mulliken_charge:R:1
C 1.123 -0.997 -0.312 1.20 -1.80 1.38 -1.13
C -0.207 -0.526 0.193 -0.02 0.45 -1.17 1.11
O -0.776 -1.692 0.681 1.34 -1.33 0.78 -0.57
C -0.284 0.805 0.992 0.10 -0.10 0.17 -0.89
C -0.552 1.623 -0.291 0.04 0.11 -0.09 -0.32
C -0.741 0.326 -1.072 -0.90 -0.63 0.27 0.07
O -1.157 0.062 -2.163 0.40 0.08 0.69 -0.54
H 1.343 -1.948 0.521 1.24 2.92 -2.14 0.19
H 0.967 -1.564 -1.237 0.10 0.27 0.09 0.38
H 1.868 -0.192 -0.465 0.05 -0.82 0.39 0.34
H 0.108 -2.249 0.877 -3.61 1.18 -0.24 0.26
H -1.142 0.794 1.671 0.13 -0.04 -0.12 0.29
H 0.612 1.092 1.548 -0.10 -0.13 -0.03 0.29
H -1.456 2.240 -0.305 0.17 -0.05 0.05 0.29
H 0.294 2.226 -0.638 -0.12 -0.11 -0.01 0.24
```
Forces are in eV/Å.

Computed properties:
electronic energy	-345.71364	Eh
frontier orbital gap	10.2	eV

---

# 7
C5H8O2 | ωB97M-V/def2-TZVPD

The geometry in XYZ format:
```
15
Properties=species:S:1:pos:R:3:forces:R:3:mulliken_charge:R:1
C 1.370 -0.465 -0.964 0.00 0.24 -0.07 -0.49
C -0.089 -0.237 -0.618 0.05 -0.08 -0.27 0.21
O -0.558 -1.149 0.358 0.04 -0.06 -0.03 -0.36
C -1.078 -0.407 1.452 -0.13 0.13 0.26 -0.31
C -1.233 0.998 0.878 -0.20 0.00 0.18 -0.36
O -0.179 1.051 -0.060 0.06 0.03 -0.03 -0.30
C 1.816 0.363 -2.094 0.15 -0.23 0.32 -0.46
H 1.971 -0.508 -0.044 -0.03 0.05 -0.15 0.32
H 1.465 -1.459 -1.458 0.02 0.08 -0.04 0.32
H -0.716 -0.319 -1.520 0.06 0.05 0.12 0.18
H -0.369 -0.422 2.290 -0.09 0.00 -0.12 0.25
H -2.024 -0.853 1.773 0.12 0.06 -0.05 0.28
H -2.207 1.128 0.383 0.12 -0.03 0.05 0.26
H -1.083 1.798 1.606 -0.06 -0.14 -0.08 0.28
H 2.914 0.482 -1.982 -0.13 -0.10 -0.10 0.18
```
Forces are in eV/Å.

Computed properties:
electronic energy	-345.62774	Eh
frontier orbital gap	8.7	eV

---

# 8
C5H8O2 | ωB97M-V/def2-TZVPD

The geometry in XYZ format:
```
15
Properties=species:S:1:pos:R:3:forces:R:3:mulliken_charge:R:1
O -1.150 -2.276 0.789 -0.35 0.80 -0.42 -0.40
C -1.451 -1.232 0.360 0.06 -0.56 0.27 0.84
C -1.768 -0.041 -0.108 -0.04 -0.18 0.12 -0.93
C -0.771 1.099 0.066 0.07 0.08 -0.01 -0.38
C 0.496 0.511 0.629 0.23 -0.14 -0.05 -0.51
C 1.544 0.203 -0.129 -0.34 0.34 0.03 -0.22
O 2.539 -0.625 0.285 0.28 0.07 0.05 -0.49
H -2.709 0.053 -0.638 0.05 0.05 0.15 0.30
H -1.199 1.868 0.721 0.11 -0.11 -0.06 0.31
H -0.576 1.581 -0.901 -0.02 -0.13 0.10 0.33
H 0.445 0.110 1.637 0.06 -0.02 -0.02 0.41
H 1.649 0.608 -1.133 -0.05 -0.14 0.04 0.38
H 3.144 -0.787 -0.447 -0.05 0.07 0.17 0.33
H 0.204 -0.562 -2.378 -0.10 -0.07 -0.18 0.05
H -0.440 -0.613 -2.009 0.10 -0.05 -0.18 -0.03
```
Forces are in eV/Å.

Computed properties:
electronic energy	-345.69426	Eh
frontier orbital gap	9.6	eV

---

| no. | HOMO energy (Eh) |
| --- | --- |
| 1 | -0.357 |
| 2 | -0.331 |
| 3 | -0.308 |
| 4 | -0.332 |
| 5 | -0.342 |
| 6 | -0.342 |
| 7 | -0.326 |
| 8 | -0.323 |